# 1
{
  "formula": "C20H37Cl8N3",
  "method": "ωB97M-V/def2-TZVPD",
  "de_lowest_kcal_mol": 32.3,
  "smiles": "CCCC#N.CCCC#N.CCCC#N.ClCCCl.ClCCCl.ClCCCl.ClCCCl",
  "energy_ev": -125989.150,
  "orbital_gap_ev": 10.28,
  "lumo_energy_ev": -0.083,
  "max_force_ha_per_bohr": 0.0414,
  "total_charge": 0,
  "species": ["Cl", "Cl", "Cl", "Cl", "Cl", "Cl", "Cl", "Cl", "N", "N", "N", "C", "C", "C", "C", "C", "C", "C", "C", "C", "C", "C", "C", "C", "C", "C", "C", "C", "C", "C", "C", "H", "H", "H", "H", "H", "H", "H", "H", "H", "H", "H", "H", "H", "H", "H", "H", "H", "H", "H", "H", "H", "H", "H", "H", "H", "H", "H", "H", "H", "H", "H", "H", "H", "H", "H", "H", "H"],
  "xyz": [[1.830801, 1.391037, 2.755801], [-1.257059, 1.424727, 1.272561], [-0.001599, 6.194097, 0.341931], [-1.776779, 1.739877, 4.594291], [-1.216879, -3.265263, 1.723451], [2.946661, 5.292547, 1.129841], [-4.528899, -3.894903, 1.061461], [-3.111739, -1.110383, 5.331061], [4.005801, 1.750997, -1.091589], [-7.960329, 1.596007, 0.857931], [3.902781, -3.029873, -4.091839], [3.664271, 0.853747, -3.531049], [-6.538429, -0.580403, 1.318781], [3.482861, -3.070293, -3.030539], [1.957911, -2.067853, -1.339619], [-7.345729, 0.637167, 1.070271], [1.421411, 0.899007, 1.046311], [-1.410929, -0.727073, 5.793081], [5.469231, 2.381357, -4.518949], [-0.742309, 0.284967, 4.828051], [-3.191219, -3.682143, -0.139999], [0.700091, 4.633617, -0.226539], [-5.035259, -0.397973, 1.298811], [0.892271, -1.892183, -2.453959], [3.860261, 1.320487, -2.155669], [2.201951, 4.723447, -0.389579], [4.963071, 0.905227, -4.370399], [2.981591, -3.145663, -1.639629], [-4.670839, 0.576007, 2.496991], [-1.797269, -4.146113, 0.293841], [0.043641, 0.272147, 0.808531], [2.190911, 0.268177, 0.601341], [-3.206259, -2.650473, -0.491479], [2.450271, 5.438837, -1.173579], [0.208201, 4.383427, -1.166519], [-5.213629, 1.516987, 2.407271], [2.873131, 1.433177, -4.006919], [-0.424339, -0.133763, 3.873241], [-3.601229, 0.719357, 2.343821], [-0.129929, -0.098293, -0.201789], [5.723931, 0.265867, -3.922719], [-1.751029, -5.210523, 0.524001], [4.916581, 0.540737, -5.396609], [-6.963859, -1.423393, 0.774291], [-1.087329, -3.959513, -0.511929], [0.257931, 0.532737, 5.183331], [6.286591, 2.484807, -5.232619], [0.375611, 3.928607, 0.538821], [-3.457809, -4.309863, -0.990289], [1.357071, -1.446633, -3.333469], [2.523351, -4.132163, -1.569359], [5.859441, 2.645467, -3.536059], [1.585481, 1.829617, 0.503031], [0.410001, -2.844953, -2.672459], [0.104531, -1.209263, -2.135849], [-4.570669, -1.359543, 1.517111], [2.345891, -1.066933, -1.150569], [2.681191, 3.769137, -0.608029], [-4.684389, -0.043393, 0.329661], [3.805211, -3.138733, -0.925709], [-6.819789, -0.670413, 2.367981], [3.251151, -0.153303, -3.473739], [-1.451029, -0.365553, 6.820601], [1.394951, -2.394633, -0.465329], [-0.815989, -1.636813, 5.873841], [-0.041459, -0.584813, 1.476721], [4.635071, 3.055947, -4.711849], [-4.757129, 0.153727, 3.498151]],
  "forces_ev_per_a": [[-0.37, -0.75, -0.91], [0.26, -0.32, -0.47], [0.04, -0.13, -0.38], [0.74, -0.47, 0.26], [0.12, 0.12, 0.14], [0.22, -0.07, -0.02], [0.80, -0.13, -0.35], [0.67, -0.22, 0.09], [-0.18, -0.56, -0.87], [0.60, -1.03, 0.36], [0.15, 0.13, -0.75], [0.17, -0.53, -0.64], [-1.25, 0.57, 0.76], [0.13, 0.02, 1.28], [-1.68, 0.26, -0.36], [-0.07, 0.86, -1.24], [0.23, 0.69, -0.79], [0.24, 0.54, -0.19], [-0.05, -1.03, 1.34], [-0.07, -0.55, 0.41], [0.04, -0.54, -0.30], [-0.36, 0.07, 0.35], [-0.28, 0.65, 1.60], [0.46, 0.00, 0.47], [0.10, 0.69, 0.60], [-0.06, 0.27, 0.18], [0.63, 1.08, -0.50], [0.17, -0.09, -0.68], [0.94, -0.65, -1.79], [-0.53, 0.15, 0.13], [0.44, 0.32, 1.37], [0.12, -0.34, 0.71], [0.08, 0.01, 0.36], [0.04, -0.01, 0.11], [0.10, 0.04, -0.01], [0.12, 0.01, 0.10], [0.05, 0.30, 0.10], [-1.01, -0.15, -0.30], [-0.04, 0.58, 0.38], [0.26, 0.42, -0.05], [0.04, 0.18, 0.27], [-0.25, 0.12, 0.07], [-1.00, -0.40, 0.16], [0.15, 0.07, -0.14], [-0.13, 0.12, -0.07], [-0.29, 0.58, 0.71], [-0.28, -0.02, -0.10], [0.30, -0.14, -0.12], [-0.13, 0.02, 0.00], [-0.18, -0.32, -0.23], [-0.16, -0.03, 0.14], [0.13, 0.41, -0.01], [-0.50, 0.03, -0.04], [0.11, -0.01, -0.34], [0.04, 0.05, 0.11], [-0.05, 0.07, -0.17], [0.55, -0.24, 0.17], [-0.28, -0.04, -0.07], [0.09, 0.21, 0.13], [0.12, 0.09, -0.18], [0.14, -0.95, 0.29], [0.22, -0.21, -0.04], [-0.14, 0.42, -0.23], [0.25, 0.15, 0.38], [-0.18, -0.16, -0.50], [-0.20, -0.01, -0.04], [0.12, 0.00, -0.37], [-0.44, -0.20, -0.26]],
  "nbo_charge": [-0.062, -0.052, -0.067, -0.043, -0.059, -0.057, -0.053, -0.067, -0.363, -0.349, -0.332, -0.524, -0.510, 0.286, -0.396, 0.291, -0.378, -0.381, -0.612, -0.394, -0.379, -0.384, -0.393, -0.608, 0.310, -0.402, -0.385, -0.510, -0.623, -0.390, -0.395, 0.225, 0.223, 0.219, 0.219, 0.213, 0.249, 0.215, 0.224, 0.222, 0.214, 0.228, 0.224, 0.246, 0.217, 0.229, 0.222, 0.228, 0.224, 0.213, 0.246, 0.211, 0.221, 0.206, 0.210, 0.220, 0.211, 0.240, 0.204, 0.260, 0.245, 0.253, 0.221, 0.214, 0.220, 0.223, 0.204, 0.217]
}

=====

# 2
{
  "formula": "C20H37Cl8N3",
  "method": "ωB97M-V/def2-TZVPD",
  "de_lowest_kcal_mol": 434.5,
  "energy_ev": -125971.709,
  "orbital_gap_ev": 7.60,
  "lumo_energy_ev": -0.169,
  "max_force_ha_per_bohr": 0.2364,
  "total_charge": 0,
  "species": ["Cl", "Cl", "Cl", "Cl", "Cl", "Cl", "Cl", "Cl", "N", "N", "N", "C", "C", "C", "C", "C", "C", "C", "C", "C", "C", "C", "C", "C", "C", "C", "C", "C", "C", "C", "C", "H", "H", "H", "H", "H", "H", "H", "H", "H", "H", "H", "H", "H", "H", "H", "H", "H", "H", "H", "H", "H", "H", "H", "H", "H", "H", "H", "H", "H", "H", "H", "H", "H", "H", "H", "H", "H"],
  "xyz": [[-3.949959, -3.004644, 1.019433], [-1.418519, 1.270196, 1.036183], [-2.840669, -1.069874, 4.121003], [1.669341, 1.236506, 2.519423], [-0.637939, -2.375004, 1.681423], [-1.505709, 1.780386, 3.384233], [2.615881, 4.195026, 1.174293], [-0.332379, 5.096576, 0.386383], [2.947131, 1.417526, -0.215257], [3.422951, -2.468404, -3.618687], [-6.660339, 1.582196, 0.471123], [4.410561, 2.047886, -3.642617], [-1.139859, -0.686564, 4.583023], [2.605601, 0.520276, -2.654717], [-3.735269, -0.411784, 0.912003], [3.003031, -2.508824, -2.557387], [-0.471239, 0.325476, 3.617993], [-6.045739, 0.623356, 0.683473], [0.412441, -1.330714, -1.980807], [2.501761, -2.584194, -1.166477], [0.369311, 3.536096, -0.182087], [-2.612279, -2.791884, -0.182027], [1.478081, -1.506384, -0.866467], [3.904401, 0.571756, -3.494067], [-5.238439, -0.594214, 0.931973], [-0.117819, 0.117616, 0.572153], [2.801591, 0.987016, -1.279337], [1.259951, 0.744476, 0.809933], [-1.218329, -3.255854, 0.251813], [-3.370849, 0.562196, 2.110183], [1.871171, 3.625926, -0.345127], [-3.457139, 0.139916, 3.111343], [1.814461, 1.099706, -3.130587], [-5.663869, -1.437204, 0.387493], [-0.153269, -0.093254, 2.663183], [0.915121, -1.833164, 0.007823], [-3.384399, -0.057204, -0.057147], [-1.179959, -0.325044, 5.610543], [2.119491, 4.341316, -1.129127], [2.029451, 0.113646, 0.364963], [-0.508389, -3.069254, -0.553957], [-1.172089, -4.320264, 0.481973], [-3.270679, -1.373354, 1.130303], [-0.544919, -1.596304, 4.663783], [-3.913639, 1.503176, 2.020463], [-2.627319, -1.760214, -0.533507], [-0.375299, -0.647794, -1.662697], [-0.122579, 3.285906, -1.122067], [-2.878869, -3.419604, -1.032317], [0.529001, 0.573246, 3.973273], [5.227921, 2.151336, -4.356287], [-0.069829, -2.283484, -2.199307], [3.857911, 0.207266, -4.520277], [3.576401, 2.722476, -3.835517], [2.192481, -0.486774, -2.597407], [2.350411, 2.671616, -0.563577], [0.877241, -0.885164, -2.860317], [-5.519799, -0.684224, 1.981173], [4.800771, 2.311996, -2.659727], [0.044831, 2.831086, 0.583273], [-0.291389, -0.252824, -0.438167], [1.424021, 1.675086, 0.266653], [3.325381, -2.577264, -0.452557], [-0.202919, -0.739344, 1.240343], [-2.301239, 0.705546, 1.957023], [2.043521, -3.570694, -1.096207], [1.866061, -0.505464, -0.677417], [4.665261, -0.067604, -3.046387]],
  "forces_ev_per_a": [[0.72, -4.23, -0.59], [7.07, 1.63, -9.75], [1.90, -3.08, 3.00], [2.00, 0.41, -2.33], [-0.78, -3.22, 1.47], [2.04, 1.70, 6.13], [0.27, 0.08, -0.16], [-0.10, -0.05, -0.36], [5.69, -1.96, -3.52], [0.12, -0.07, -0.71], [0.56, -1.03, 0.33], [-0.06, -1.03, 1.34], [0.16, 0.52, -0.08], [0.75, -0.12, -0.73], [-0.20, 2.22, 1.95], [0.24, -0.36, 1.20], [-1.25, -1.04, 1.77], [0.02, 0.90, -1.15], [0.20, -0.73, -0.24], [0.13, -0.09, -0.77], [-0.10, 0.63, 0.42], [0.13, -1.16, -0.59], [-1.62, -0.68, -0.84], [0.67, 1.33, -0.50], [-1.42, 0.92, 0.62], [0.78, 1.98, 0.64], [2.32, 0.23, -1.27], [-2.14, 0.20, 1.05], [-0.67, -0.12, 0.01], [-3.55, -1.43, -1.18], [-0.82, 1.94, -0.03], [-1.72, 1.55, -2.17], [-0.04, 0.37, 0.02], [-0.01, 0.35, -0.17], [-1.17, -0.01, 0.69], [0.70, 0.17, 0.07], [-0.05, 0.41, 0.04], [-0.14, 0.40, -0.23], [0.02, 0.14, 0.07], [-1.02, 0.04, 3.26], [-0.28, -0.01, 0.12], [-0.23, 0.13, 0.12], [0.03, 2.52, 0.33], [-0.14, -0.19, -0.48], [0.15, 0.32, -0.15], [0.11, -0.25, 0.27], [0.08, -0.39, -0.99], [0.03, -0.01, -0.06], [-0.10, -0.06, 0.01], [-1.26, 0.09, 1.19], [-0.28, -0.01, -0.10], [0.13, 0.04, -0.48], [-1.00, -0.43, 0.19], [0.11, 0.02, -0.37], [1.22, 0.91, -0.31], [-0.99, 2.60, -0.11], [-1.10, -0.80, -0.20], [0.14, -0.96, 0.29], [0.14, 0.42, 0.00], [0.37, 0.49, -0.36], [0.17, 1.08, 1.41], [-2.05, -0.91, 1.44], [0.12, 0.10, -0.14], [-0.08, 1.80, -1.06], [-4.80, -2.40, 3.13], [-0.15, -0.06, 0.15], [0.03, -1.95, -0.78], [0.02, 0.19, 0.24]],
  "nbo_charge": [-0.004, 0.086, -0.020, -0.052, 0.000, -0.019, -0.060, -0.074, -0.375, -0.318, -0.354, -0.611, -0.387, -0.529, -0.435, 0.279, -0.425, 0.302, -0.603, -0.509, -0.398, -0.403, -0.442, -0.387, -0.526, -0.485, 0.315, -0.378, -0.389, -0.676, -0.429, 0.200, 0.248, 0.243, 0.214, 0.245, 0.186, 0.230, 0.218, 0.222, 0.219, 0.241, 0.198, 0.219, 0.199, 0.237, 0.207, 0.212, 0.237, 0.249, 0.224, 0.211, 0.233, 0.203, 0.260, 0.229, 0.224, 0.249, 0.208, 0.236, 0.223, 0.251, 0.265, 0.222, 0.150, 0.251, 0.228, 0.216]
}

=====

# 3
{
  "formula": "C20H37FIN6O3PS",
  "method": "ωB97M-V/def2-TZVPD",
  "energy_ev": -67364.081,
  "orbital_gap_ev": 8.94,
  "lumo_energy_ev": -0.840,
  "max_force_ha_per_bohr": 0.0127,
  "total_charge": 0,
  "species": ["I", "S", "P", "F", "O", "O", "O", "N", "N", "N", "N", "N", "N", "C", "C", "C", "C", "C", "C", "C", "C", "C", "C", "C", "C", "C", "C", "C", "C", "C", "C", "C", "C", "H", "H", "H", "H", "H", "H", "H", "H", "H", "H", "H", "H", "H", "H", "H", "H", "H", "H", "H", "H", "H", "H", "H", "H", "H", "H", "H", "H", "H", "H", "H", "H", "H", "H", "H", "H", "H"],
  "xyz": [[5.890745, 1.696060, 1.194533], [6.987009, 0.039095, -1.256466], [5.296061, -1.331138, 0.650965], [7.874947, -1.063709, -0.614768], [6.000948, -1.629427, 1.902139], [7.748976, 1.224669, -1.240986], [6.477105, -0.512681, -2.452679], [-3.013343, -1.792771, 4.916582], [1.485563, -0.359212, 0.350908], [-6.962718, 2.318222, 0.840317], [5.764558, 0.129654, -0.147554], [3.096131, -2.231749, -3.609419], [3.328025, 4.723011, 0.921281], [-3.394124, -0.863215, 4.360475], [-3.848456, -0.896162, 1.386540], [-9.655684, 1.471412, 2.877395], [-7.931462, 1.770382, 1.121517], [4.407688, -2.172406, -6.841198], [3.470388, -1.757870, -4.585168], [-4.678438, -0.096275, 2.382753], [-8.646569, 1.165257, 3.976880], [5.562646, -3.024057, -6.330086], [-3.882990, 0.305759, 3.629007], [1.271639, -3.659729, 2.097178], [1.096673, -0.753649, 1.356979], [1.727910, 2.560922, -1.676220], [3.942459, -1.130386, -5.818025], [1.515372, 4.042017, -1.960559], [1.376395, -2.505339, 3.085742], [2.741926, 4.894712, -1.615786], [0.597859, -1.263874, 2.632694], [-9.157542, 1.061992, 1.486529], [3.078007, 4.811337, -0.195467], [1.911585, 2.375282, -0.617972], [-8.402265, 0.101261, 4.001225], [-9.045054, 1.439278, 4.953061], [6.418135, -2.403027, -6.058436], [-9.889799, 2.537219, 2.874219], [3.921591, -1.116706, 0.783981], [1.288492, 4.189020, -3.018187], [5.270000, -3.596935, -5.449523], [0.680226, -0.467350, 3.373130], [2.569009, 5.944659, -1.855990], [5.476313, -2.277904, -0.361377], [-7.720641, 1.723135, 3.827453], [5.887682, -3.729770, -7.094289], [-4.436112, -1.133114, 0.500218], [0.849242, 1.982317, -1.958053], [3.564751, -2.811553, -7.110139], [-9.908190, 1.273466, 0.724381], [-0.461577, -1.502239, 2.516256], [0.984715, -2.812026, 4.056334], [4.709223, -1.644596, -7.747628], [2.578963, 2.169367, -2.237473], [-4.496269, 0.896405, 4.310698], [2.424483, -2.236631, 3.234860], [-10.588836, 0.940917, 3.072766], [3.131481, -0.523022, -6.222047], [-5.049979, 0.811539, 1.906804], [-3.505923, -1.837919, 1.819442], [-3.022004, 0.915525, 3.347883], [4.763273, -0.459303, -5.556851], [-8.948004, -0.009120, 1.457182], [1.696000, -3.394398, 1.127187], [0.230438, -3.947907, 1.940963], [-5.551831, -0.677216, 2.688093], [0.655818, 4.411147, -1.397809], [-2.972181, -0.330309, 1.062730], [1.808756, -4.532168, 2.467945], [3.610788, 4.561826, -2.187069]],
  "forces_ev_per_a": [[-0.24, 0.00, -0.06], [-0.55, 0.35, 0.05], [-0.20, -0.05, 0.19], [0.31, -0.34, 0.11], [0.07, -0.04, 0.15], [0.17, 0.31, -0.07], [-0.09, -0.30, -0.17], [0.03, -0.02, -0.02], [0.09, 0.00, 0.01], [0.02, 0.03, 0.05], [0.51, -0.09, 0.08], [0.01, -0.11, 0.03], [0.03, 0.00, 0.04], [0.08, 0.00, 0.04], [-0.01, -0.02, 0.03], [0.03, -0.02, 0.08], [0.06, -0.05, -0.11], [0.08, -0.04, -0.03], [-0.06, 0.16, 0.14], [0.01, -0.02, -0.13], [-0.01, 0.02, 0.00], [-0.02, 0.00, -0.02], [-0.08, -0.02, -0.04], [0.02, 0.01, 0.02], [-0.13, 0.11, -0.06], [-0.03, 0.03, 0.00], [0.05, -0.09, -0.09], [-0.01, -0.11, 0.00], [0.03, -0.09, -0.03], [-0.08, 0.02, -0.03], [0.07, -0.11, 0.10], [-0.06, 0.06, 0.09], [0.06, -0.04, 0.06], [0.02, 0.00, 0.00], [0.00, 0.00, 0.00], [0.00, -0.01, 0.01], [0.00, 0.00, 0.01], [-0.01, 0.00, -0.02], [-0.01, 0.05, -0.16], [0.02, 0.05, 0.00], [0.00, 0.02, 0.02], [-0.03, 0.02, -0.01], [0.02, 0.00, -0.03], [-0.10, 0.13, -0.26], [0.01, -0.01, -0.02], [0.01, 0.00, 0.00], [0.01, 0.01, -0.01], [0.01, -0.03, 0.00], [-0.02, 0.02, 0.00], [-0.01, -0.02, -0.01], [-0.01, 0.01, 0.00], [-0.02, 0.05, 0.01], [-0.03, 0.03, 0.00], [0.01, -0.01, 0.00], [0.01, 0.03, -0.01], [0.00, 0.02, 0.02], [-0.01, 0.00, -0.04], [0.01, 0.01, 0.01], [-0.01, 0.03, 0.05], [0.01, 0.01, 0.01], [0.00, 0.01, 0.02], [0.00, 0.00, 0.01], [0.00, -0.01, -0.02], [-0.02, 0.01, -0.01], [0.00, 0.00, 0.00], [0.00, 0.01, 0.03], [0.00, 0.02, 0.00], [0.00, 0.00, -0.01], [0.00, 0.00, 0.00], [0.01, 0.01, 0.00]],
  "nbo_charge": [0.450, 2.541, 1.660, -0.475, -1.061, -0.896, -0.894, -0.346, -0.359, -0.347, -1.213, -0.339, -0.352, 0.293, -0.614, -0.379, 0.298, -0.377, 0.294, -0.387, -0.614, -0.614, -0.512, -0.614, 0.307, -0.614, -0.512, -0.379, -0.380, -0.512, -0.515, -0.512, 0.302, 0.224, 0.204, 0.221, 0.208, 0.210, -0.054, 0.206, 0.217, 0.253, 0.247, -0.063, 0.213, 0.215, 0.220, 0.222, 0.207, 0.252, 0.248, 0.218, 0.207, 0.204, 0.250, 0.210, 0.211, 0.247, 0.232, 0.211, 0.244, 0.248, 0.244, 0.212, 0.207, 0.201, 0.207, 0.206, 0.220, 0.244]
}